This record from the Open Molecules 2025 dataset describes C5H7N in the gas phase. The level of theory is ωB97M-V/def2-TZVPD.

The relative energy (zero: lowest compared OMol25 entry of this formula, charge and spin) is 438.64 kJ/mol. For the LUMO energy, the calculation gives 0.490 eV.

Geometry as ORCA input:
```
! RIJCOSX wB97M-V def2-TZVPD def2/J DEFGRID3
* xyz 0 1
C 0.465 -1.358 -0.041
C 1.057 -0.071 -0.612
C 0.519 1.095 -0.257
C -0.716 1.037 0.621
N -1.573 -0.098 0.151
C -0.747 -1.036 0.818
H 1.207 -1.884 0.569
H 0.165 -2.048 -0.847
H 1.909 -0.142 -1.286
H 0.897 2.052 -0.608
H -1.292 1.959 0.705
H -1.445 -0.106 -0.871
H -0.407 0.746 1.642
*
```



This record from the Open Molecules 2025 dataset describes a molecular structure, C4H10ClFNOPS. The level of theory is ωB97M-V/def2-TZVPD.

For the LUMO energy (alpha / beta), the calculation gives 0.515 / -4.002 eV.

Geometry as ORCA input:
```
! RIJCOSX wB97M-V def2-TZVPD def2/J DEFGRID3
* xyz 0 3
C 2.258 1.740 -0.370
C 0.861 1.775 -1.024
C -0.916 -3.140 0.629
C -0.163 -1.757 0.637
N -1.855 1.743 -0.709
O -0.582 -1.017 -0.390
F 1.096 -2.152 0.477
P -0.448 1.106 0.059
S -0.432 1.395 1.977
Cl -2.634 -2.983 1.163
H 2.675 0.845 -0.263
H 2.805 2.424 -0.984
H 2.245 2.012 0.709
H 0.874 1.145 -1.915
H 0.609 2.735 -1.156
H -0.941 -3.586 -0.440
H -0.535 -3.797 1.426
H -0.213 -1.175 1.673
H -2.768 1.697 -0.143
H -1.936 0.991 -1.354
*
```



This record from the Open Molecules 2025 dataset describes C3H6N2O2S in the gas phase. The level of theory is ωB97M-V/def2-TZVPD.

The relative energy (zero: lowest compared OMol25 entry of this formula, charge and spin) is 600.94 kJ/mol. For the LUMO energy, the calculation gives 0.552 eV.

Geometry as ORCA input:
```
! RIJCOSX wB97M-V def2-TZVPD def2/J DEFGRID3
* xyz 0 1
O -2.824 -1.571 -0.456
C -2.026 -0.787 0.065
C -1.832 0.638 -0.540
O -0.705 1.149 0.246
N 0.449 0.430 -0.238
C 1.077 -0.230 0.832
N 2.158 -0.747 0.808
S 3.126 -0.460 -0.712
H -1.542 -1.034 1.011
H -2.757 1.247 -0.512
H -1.334 0.414 -1.649
H 1.215 1.319 -0.591
H 0.595 -0.161 1.742
H 4.400 -0.208 -0.006
*
```



This record from the Open Molecules 2025 dataset describes a molecular structure, C12H15BrCaN2OSSe2Te2. The level of theory is ωB97M-V/def2-TZVPD.

For the LUMO energy, the calculation gives 4.386 eV.

Geometry as ORCA input:
```
! RIJCOSX wB97M-V def2-TZVPD def2/J DEFGRID3
* xyz -2 1
Ca -2.947 -0.890 -2.033
C 3.390 0.086 0.826
C 2.656 0.711 -0.423
N 1.981 -0.281 -1.248
C 2.653 -1.003 -2.266
C 2.940 -0.276 -3.566
C 0.713 -0.639 -0.931
S -0.165 -1.840 -1.776
N 0.280 -0.157 0.220
C -1.016 0.000 0.519
O -2.005 -0.015 -0.210
C -1.302 0.352 1.956
C -0.286 0.970 2.701
C -0.548 1.143 4.057
C -1.646 0.625 4.718
C -2.674 0.067 3.918
C -2.520 -0.082 2.568
H 4.096 0.892 1.341
H 4.031 -0.739 0.473
H 2.685 -0.284 1.533
H 3.316 1.199 -1.128
H 1.977 1.528 -0.169
H 1.969 -1.814 -2.538
H 3.612 -1.405 -1.934
H 2.085 -0.118 -4.154
H 3.603 -0.962 -4.132
H 3.483 0.622 -3.455
H 0.574 1.318 2.101
H 0.230 1.466 4.692
H -1.727 0.793 5.767
H -3.547 -0.242 4.465
H -3.205 -0.608 1.925
Se -5.863 -0.385 -0.649
Te -6.413 0.188 -3.035
Te -4.660 2.245 -3.611
Se -2.389 1.203 -4.113
Br -3.359 -3.668 -2.409
*
```



This record from the Open Molecules 2025 dataset describes a molecular structure, C4H7NO. The level of theory is ωB97M-V/def2-TZVPD.

The relative energy (zero: lowest compared OMol25 entry of this formula, charge and spin) is 284.90 kJ/mol. For the LUMO energy, the calculation gives 1.036 eV.

Geometry as ORCA input:
```
! RIJCOSX wB97M-V def2-TZVPD def2/J DEFGRID3
* xyz 0 1
C -1.230 -0.952 -0.820
C -0.078 -0.362 -0.069
O 0.003 -0.548 1.335
C 0.580 0.946 -0.036
C 0.656 0.744 1.467
N 1.285 -0.243 -0.580
H -1.458 -1.949 -0.431
H -0.990 -1.042 -1.884
H -2.124 -0.330 -0.715
H 0.397 1.849 -0.607
H 0.041 1.423 2.064
H 1.668 0.660 1.874
H 1.250 -0.197 -1.598
*
```



This record from the Open Molecules 2025 dataset describes C4H5N3 in the gas phase. The level of theory is ωB97M-V/def2-TZVPD.

The relative energy (zero: lowest compared OMol25 entry of this formula, charge and spin) is 470.14 kJ/mol. For the LUMO energy, the calculation gives 0.361 eV.

Geometry as ORCA input:
```
! RIJCOSX wB97M-V def2-TZVPD def2/J DEFGRID3
* xyz 0 1
C 0.600 -1.249 -0.371
C -0.682 1.486 1.528
C -0.010 0.424 1.131
C 0.246 -0.005 -0.211
N 0.698 -1.869 -1.674
N -0.133 -0.057 -2.749
N 0.183 -1.084 -2.427
H 0.831 -2.143 0.304
H -0.897 1.609 2.651
H -1.123 2.339 0.931
H 0.282 -0.193 1.931
H 0.006 0.742 -1.045
*
```



This record from the Open Molecules 2025 dataset describes C7H9O3 in the gas phase. The level of theory is ωB97M-V/def2-TZVPD.

The relative energy (zero: lowest compared OMol25 entry of this formula, charge and spin) is 451.52 kJ/mol. For the LUMO energy (alpha / beta), the calculation gives -0.701 / -0.624 eV.

Geometry as ORCA input:
```
! RIJCOSX wB97M-V def2-TZVPD def2/J DEFGRID3
* xyz 0 2
C 0.437 -2.441 -0.542
C 0.377 -0.910 -0.540
C 1.545 -0.259 -1.184
C 1.872 1.061 -0.864
C 1.155 1.765 0.066
C -0.001 1.036 0.733
C 0.254 -0.393 0.820
O -0.213 -1.145 1.779
O -1.180 0.939 -0.121
O -0.882 -0.417 -1.011
H -0.557 -2.873 -0.421
H 0.794 -2.806 -1.506
H 1.112 -2.848 0.238
H 2.105 -0.843 -1.918
H 2.665 1.595 -1.455
H 1.322 2.816 0.344
H -0.345 1.510 1.659
H -1.705 -0.912 -0.864
H -0.515 -0.707 2.608
*
```



This record from the Open Molecules 2025 dataset describes C7H13N3O5 in the gas phase. The level of theory is ωB97M-V/def2-TZVPD.

The relative energy (zero: lowest compared OMol25 entry of this formula, charge and spin) is 60.12 kJ/mol. For the LUMO energy, the calculation gives 0.376 eV.

Geometry as ORCA input:
```
! RIJCOSX wB97M-V def2-TZVPD def2/J DEFGRID3
* xyz 0 1
N -1.348 -1.518 3.053
C -0.048 -1.416 3.448
O 0.389 -2.007 4.454
C 0.892 -0.594 2.501
C 0.954 -1.168 1.058
N 2.290 -0.944 0.396
C -0.088 -0.484 0.139
O -1.281 -0.393 0.478
N 0.346 0.012 -1.023
C -0.507 0.838 -1.976
C -1.120 2.075 -1.267
O -2.456 1.807 -0.811
C 0.378 1.211 -3.176
O 0.465 2.292 -3.698
O 1.109 0.134 -3.520
H -1.711 -1.066 2.217
H -1.944 -2.064 3.628
H 0.446 0.420 2.474
H 1.920 -0.619 2.990
H 0.714 -2.248 0.965
H 2.852 -1.804 0.553
H 2.767 -0.117 0.815
H 1.346 -0.032 -1.165
H -1.406 0.311 -2.334
H -0.509 2.384 -0.460
H -1.265 2.948 -1.922
H -2.453 1.233 -0.053
H 1.652 0.379 -4.270
*
```



This record from the Open Molecules 2025 dataset describes 2 unconnected molecules or ions with the total composition C21H40FN3O5. The level of theory is ωB97M-V/def2-TZVPD.

For the LUMO energy (alpha / beta), the calculation gives 2.467 / 2.386 eV.

Geometry as ORCA input:
```
! RIJCOSX wB97M-V def2-TZVPD def2/J DEFGRID3
* xyz -1 2
N -5.303 0.465 -1.928
C -4.516 1.066 -3.019
C -3.031 0.945 -2.656
C -2.587 1.986 -1.606
C -1.989 1.259 -0.393
C -1.046 2.134 0.457
C -1.536 2.389 1.882
C -2.761 3.323 1.783
C -4.094 2.634 1.755
F -5.078 3.645 1.628
O -0.583 3.130 2.686
C 0.617 2.505 2.796
O 1.537 2.772 2.042
C 0.807 1.500 3.897
C 2.247 1.374 4.400
N 2.513 0.001 4.888
C -1.916 1.110 2.695
O -1.687 -0.039 2.234
O -2.383 1.360 3.816
H -6.235 0.865 -1.952
H -5.434 -0.517 -2.127
H -4.741 2.118 -3.146
H -4.654 0.513 -3.948
H -2.406 1.010 -3.542
H -2.904 -0.058 -2.261
H -3.414 2.630 -1.328
H -1.760 2.526 -2.056
H -2.747 0.763 0.192
H -1.403 0.453 -0.808
H -1.003 3.108 -0.027
H -0.040 1.732 0.397
H -2.645 4.012 0.955
H -2.743 3.930 2.682
H -4.317 2.107 2.671
H -4.248 1.975 0.908
H 0.522 0.528 3.501
H 0.126 1.665 4.724
H 2.439 2.076 5.202
H 2.959 1.538 3.605
H 2.705 -0.561 4.074
H 1.697 -0.366 5.355
C 2.751 -0.947 0.316
C 1.709 -1.867 -0.384
C 1.973 -3.345 -0.062
C 3.109 -3.988 -0.856
C 2.931 -3.725 -2.349
C 2.801 -2.236 -2.661
N 1.714 -1.603 -1.857
O 0.573 -1.930 -2.367
C 4.160 -1.558 -2.402
C 2.543 -2.042 -4.151
C 0.372 -1.498 0.249
H 3.339 -0.359 -0.385
H 2.259 -0.209 0.951
H 3.445 -1.512 0.942
H 1.062 -3.918 -0.259
H 2.170 -3.447 1.006
H 4.078 -3.616 -0.509
H 3.115 -5.065 -0.674
H 3.775 -4.142 -2.903
H 2.040 -4.256 -2.701
H 4.095 -0.482 -2.571
H 4.909 -1.956 -3.088
H 4.546 -1.723 -1.399
H 1.663 -2.584 -4.493
H 3.395 -2.411 -4.723
H 2.409 -0.986 -4.390
H 0.089 -0.480 0.009
H 0.446 -1.565 1.334
H -0.439 -2.158 -0.053
*
```



This record from the Open Molecules 2025 dataset describes a gas-phase ion, C3H2NO3 (charge +1). The level of theory is ωB97M-V/def2-TZVPD.

The relative energy (zero: lowest compared OMol25 entry of this formula, charge and spin) is 502.66 kJ/mol. For the LUMO energy (alpha / beta), the calculation gives -5.921 / -5.587 eV.

Geometry as ORCA input:
```
! RIJCOSX wB97M-V def2-TZVPD def2/J DEFGRID3
* xyz 1 1
C 0.855 -0.132 -0.449
C -0.053 -0.737 0.317
C 0.198 -2.972 1.323
N 2.094 -0.496 -0.807
O 0.070 -3.971 1.851
O 2.722 -0.699 -1.803
O 0.264 -2.048 0.601
H 0.771 0.958 -0.804
H -0.874 -0.276 0.889
*
```



This record from the Open Molecules 2025 dataset describes C14H16Cl2N2O4S in the gas phase. The level of theory is ωB97M-V/def2-TZVPD.

The relative energy (zero: lowest compared OMol25 entry of this formula, charge and spin) is 6.00 kJ/mol. For the LUMO energy, the calculation gives 0.448 eV.

Geometry as ORCA input:
```
! RIJCOSX wB97M-V def2-TZVPD def2/J DEFGRID3
* xyz 0 1
C -1.030 1.829 4.533
S -1.543 0.999 3.004
C -1.289 2.334 1.793
C 0.176 2.650 1.536
C 0.972 1.408 1.098
N 0.370 0.734 -0.024
C 0.651 1.109 -1.289
O 1.376 2.048 -1.551
C 0.049 0.261 -2.369
C 0.853 0.018 -3.482
C 0.412 -0.740 -4.547
C -0.875 -1.258 -4.515
Cl -1.455 -2.206 -5.830
C -1.710 -1.011 -3.438
C -1.245 -0.257 -2.372
Cl -2.357 0.050 -1.082
C 1.174 0.470 2.275
O 1.611 0.827 3.343
O 0.893 -0.800 1.977
C 1.080 -1.720 3.044
C 2.539 -1.677 3.532
N 2.681 -1.557 4.871
O 3.465 -1.804 2.770
H -1.403 1.229 5.357
H -1.473 2.820 4.567
H 0.056 1.880 4.569
H -1.819 3.214 2.156
H -1.773 1.980 0.883
H 0.240 3.400 0.746
H 0.647 3.050 2.436
H 1.969 1.752 0.784
H -0.198 -0.075 0.172
H 1.843 0.448 -3.488
H 1.052 -0.926 -5.395
H -2.717 -1.400 -3.428
H 0.867 -2.702 2.621
H 0.377 -1.488 3.850
H 3.618 -1.431 5.219
H 1.929 -1.212 5.441
*
```



This record from the Open Molecules 2025 dataset describes a molecular structure, C16H31IrNOP2. The level of theory is ωB97M-V/def2-TZVPD.

The relative energy (zero: lowest compared OMol25 entry of this formula, charge and spin) is 0.00 kJ/mol. For the LUMO energy (alpha / beta), the calculation gives -5.261 / -8.726 eV.

Geometry as ORCA input:
```
! RIJCOSX wB97M-V def2-TZVPD def2/J DEFGRID3
* xyz 2 6
P -1.857 2.180 1.496
P 3.318 -1.470 0.726
C 0.486 -0.931 0.832
C 1.584 -1.944 0.889
H 0.662 -0.582 -0.300
H -0.456 -1.498 1.038
H 1.488 -2.528 1.816
H 1.331 -2.558 0.014
C 3.885 -1.101 -0.928
H 4.930 -1.400 -1.070
H 3.814 -0.034 -1.187
H 3.307 -1.641 -1.693
C 4.096 -2.757 1.653
H 4.054 -3.683 1.065
H 3.515 -2.887 2.580
H 5.131 -2.500 1.891
C -2.185 3.842 0.732
H -2.298 4.675 1.449
H -3.126 3.783 0.158
H -1.368 4.128 0.054
C -2.720 1.351 2.862
H -2.027 0.683 3.388
H -3.519 0.768 2.387
H -3.169 2.009 3.617
Ir -0.556 0.666 0.165
C -0.717 -1.779 -1.709
C 0.064 -0.927 -2.375
C -0.401 0.087 -3.366
C -1.564 0.901 -2.867
C -1.519 1.316 -1.388
C -2.422 0.587 -0.468
C -2.944 -0.807 -0.716
C -2.207 -1.825 -1.602
C 0.241 1.914 1.741
H -0.256 -2.712 -1.399
H 1.126 -1.128 -2.427
H -0.647 -0.330 -4.346
H 0.444 0.740 -3.581
H -1.603 1.829 -3.441
H -2.505 0.398 -3.078
H -1.528 2.387 -1.315
H -3.249 1.225 -0.103
H -3.939 -0.605 -1.145
H -3.131 -1.263 0.273
H -2.442 -2.814 -1.167
H -2.717 -1.834 -2.575
H 0.598 1.107 2.380
H -0.182 2.692 2.450
H 1.070 2.399 1.179
O 4.510 1.301 3.346
C 4.064 0.576 2.494
N 3.534 -0.008 1.573
*
```